Entry from the OMol25 dataset: C3H8OYb as an isolated structure in a non-equilibrium geometry (wB97M-V/def2-TZVPD).

Structure (XYZ):
```
13
Properties=species:S:1:pos:R:3:forces:R:3
C 1.073 1.704 -0.875 0.2 0.2 -0.1
O 0.589 0.846 0.132 -0.3 0.0 -0.7
C 1.117 1.068 1.484 0.1 -0.1 0.7
C 0.450 0.053 2.380 0.9 0.5 1.2
H 0.538 1.472 -1.803 0.2 0.1 0.2
H 0.894 2.756 -0.602 0.1 -0.2 -0.1
H 2.153 1.551 -1.025 -0.2 0.1 0.0
H 0.886 2.116 1.737 0.0 -0.2 -0.1
H 2.212 0.962 1.407 -0.3 0.0 0.0
H -1.583 -2.417 -0.301 -0.4 -1.0 -0.6
H -0.119 0.532 3.189 0.2 -0.1 -0.1
H 1.175 -0.640 2.828 -0.1 0.3 0.0
Yb -0.867 -0.890 0.678 -0.4 0.6 -0.4
```
Forces are in eV/Å.

For the HOMO-LUMO gap, the calculation gives 6.6975 eV. The LUMO energy comes out at -0.01 eV. The calculation puts the highest occupied orbital energy at -6.71 eV. The value obtained for the max |F| is 1.55 eV/A. Its energy is -36813.9221 eV.